{
  "formula": "C22H35NO18S",
  "method": "the ωB97M-V functional and the def2-TZVPD basis",
  "homo_lumo_gap_ev": 8.886,
  "relative_energy_kcal_mol": 0.0,
  "homo_ev": -8.7,
  "lumo_energy_ev": 0.162,
  "spin_multiplicity": 1,
  "elements": ["C", "N", "C", "O", "S", "O", "O", "C", "C", "O", "O", "C", "C", "O", "H", "H", "H", "H", "H", "H", "H", "H", "H", "H", "H", "C", "C", "C", "O", "C", "O", "O", "H", "H", "H", "H", "H", "H", "C", "C", "C", "O", "C", "O", "O", "H", "H", "H", "H", "H", "H", "C", "C", "C", "O", "C", "O", "O", "H", "H", "H", "H", "H", "H", "C", "C", "C", "O", "C", "O", "O", "H", "H", "H", "H", "H", "H"],
  "coordinates": [[-4.051, -0.541, 1.656], [-4.827, -0.033, 0.521], [-5.623, 1.130, 0.825], [-5.218, 2.261, 0.015], [-4.661, 3.472, 0.949], [-5.809, 4.201, 1.419], [-4.128, 4.369, -0.307], [-2.759, 4.167, -0.667], [-1.780, 4.427, 0.464], [-1.345, 3.552, 1.150], [-1.453, 5.750, 0.689], [-0.273, 6.252, 0.171], [0.842, 5.314, -0.159], [-0.180, 7.435, 0.040], [-3.626, -1.512, 1.398], [-4.697, -0.676, 2.521], [-3.228, 0.133, 1.932], [-4.210, 0.178, -0.251], [-6.671, 0.952, 0.582], [-5.562, 1.376, 1.889], [-2.549, 4.852, -1.487], [-2.585, 3.152, -1.023], [1.663, 5.536, 0.524], [1.210, 5.488, -1.165], [0.606, 4.265, -0.047], [0.373, -5.137, 3.567], [-0.363, -4.847, 2.288], [0.024, -3.564, 1.583], [-1.184, -3.234, 0.876], [-2.215, -3.776, 1.562], [-3.364, -3.544, 1.342], [-1.769, -4.604, 2.524], [0.315, -4.286, 4.248], [-0.072, -5.994, 4.067], [1.421, -5.354, 3.359], [-0.293, -5.699, 1.607], [0.849, -3.682, 0.886], [0.248, -2.756, 2.282], [3.390, 0.553, -3.760], [2.669, 1.851, -3.511], [2.956, 2.504, -2.179], [1.745, 3.244, -1.944], [0.746, 2.607, -2.597], [-0.408, 2.865, -2.458], [1.239, 1.654, -3.412], [3.225, -0.145, -2.938], [3.022, 0.081, -4.670], [4.460, 0.730, -3.862], [2.848, 2.549, -4.333], [3.816, 3.168, -2.203], [3.080, 1.778, -1.374], [8.799, 5.513, -0.727], [8.266, 4.496, -1.700], [6.876, 4.768, -2.232], [6.408, 3.442, -2.528], [7.061, 2.582, -1.703], [6.771, 1.439, -1.571], [8.067, 3.215, -1.064], [8.095, 5.673, 0.091], [9.735, 5.169, -0.291], [8.978, 6.463, -1.231], [8.972, 4.348, -2.522], [6.863, 5.384, -3.127], [6.220, 5.207, -1.477], [-6.041, -8.039, 1.367], [-4.717, -7.322, 1.414], [-3.702, -7.761, 0.381], [-2.462, -7.465, 1.039], [-2.684, -7.525, 2.375], [-1.828, -7.480, 3.197], [-4.005, -7.616, 2.634], [-5.899, -9.120, 1.397], [-6.652, -7.765, 2.226], [-6.581, -7.777, 0.458], [-4.866, -6.240, 1.374], [-3.773, -7.217, -0.557], [-3.743, -8.835, 0.186]],
  "forces_ev_per_a": [[0.377, 0.109, -0.287], [0.017, 0.035, 0.412], [-0.169, -0.413, -0.361], [0.220, 0.071, 0.234], [-0.301, 0.181, -0.112], [0.014, 0.007, 0.092], [0.273, 0.131, 0.177], [0.049, -0.003, -0.457], [0.060, -0.513, 0.593], [0.018, 0.166, -0.052], [-0.078, -0.239, -0.521], [0.145, 0.750, -0.065], [0.185, -0.348, 0.288], [-0.109, -0.082, 0.117], [-0.201, 0.291, 0.047], [-0.066, -0.039, -0.012], [-0.049, 0.045, 0.150], [-0.119, -0.048, -0.124], [-0.002, 0.169, -0.063], [0.035, 0.030, 0.034], [-0.148, 0.035, 0.012], [-0.034, -0.043, 0.075], [-0.051, 0.079, 0.030], [-0.180, 0.169, -0.038], [-0.078, -0.018, -0.030], [-0.237, 0.103, 0.266], [0.209, -0.052, 0.132], [0.018, -0.016, -0.090], [0.075, 0.050, 0.050], [0.006, -0.098, 0.029], [0.029, -0.344, -0.057], [0.003, 0.014, -0.102], [0.045, 0.048, -0.055], [0.033, -0.077, -0.087], [0.002, 0.008, -0.045], [-0.050, 0.002, -0.013], [-0.106, 0.016, -0.128], [0.003, -0.039, 0.058], [-0.234, -0.206, -0.009], [0.211, -0.259, 0.027], [0.104, 0.137, 0.017], [0.245, -0.272, -0.163], [-0.045, -0.022, 0.010], [-0.069, 0.035, 0.039], [0.016, 0.150, -0.039], [0.034, 0.043, 0.047], [0.044, 0.061, -0.050], [0.009, 0.039, 0.036], [-0.055, 0.050, 0.023], [-0.096, 0.119, 0.016], [0.014, -0.077, -0.059], [-0.021, -0.156, 0.257], [0.042, 0.237, 0.157], [0.002, -0.002, -0.137], [-0.066, 0.169, 0.005], [0.030, -0.042, 0.051], [-0.063, -0.049, 0.006], [0.009, -0.014, -0.146], [-0.045, 0.017, -0.039], [0.046, 0.022, -0.077], [-0.004, -0.004, -0.035], [-0.037, -0.046, -0.032], [-0.043, -0.135, -0.091], [0.067, 0.027, 0.058], [0.036, -0.194, 0.243], [-0.261, -0.052, -0.109], [0.016, 0.095, -0.082], [-0.014, -0.068, -0.048], [-0.120, 0.215, 0.042], [0.149, -0.210, 0.074], [0.077, 0.040, -0.061], [0.033, 0.000, -0.051], [-0.022, 0.085, -0.040], [0.016, 0.031, -0.014], [0.090, 0.021, 0.008], [0.141, 0.091, 0.042], [-0.070, -0.014, 0.031]]
}


{
  "formula": "C6H10",
  "method": "the ωB97M-V functional and the def2-TZVPD basis",
  "homo_lumo_gap_ev": 8.813,
  "relative_energy_kcal_mol": 72.5,
  "homo_ev": -8.2,
  "smiles": "C=C/C(C)=C/C",
  "lumo_energy_ev": 0.608,
  "spin_multiplicity": 1,
  "elements": ["C", "C", "C", "C", "C", "C", "H", "H", "H", "H", "H", "H", "H", "H", "H", "H"],
  "coordinates": [[0.341, -0.579, 2.428], [0.716, -0.778, 1.141], [0.297, -0.268, -0.193], [0.658, -0.840, -1.426], [-0.378, 0.915, -0.201], [-1.316, 1.511, -1.338], [-0.123, 0.289, 2.856], [0.253, -1.488, 2.965], [1.489, -1.527, 1.010], [1.679, -0.885, -1.789], [0.151, -1.812, -1.309], [-0.023, -0.311, -2.190], [-0.734, 1.145, 0.912], [-1.239, 2.645, -1.339], [-0.960, 1.144, -2.350], [-2.401, 1.039, -1.230]],
  "forces_ev_per_a": [[-0.285, 0.185, -1.797], [0.479, -0.474, -0.410], [0.209, 5.551, 3.056], [-2.133, -1.618, -3.122], [-3.114, -0.643, 2.159], [0.570, -0.948, 0.153], [-0.706, 0.217, -0.287], [1.141, -0.468, 1.293], [-0.548, -1.048, 0.120], [0.127, -0.161, 0.337], [0.860, -0.565, -0.873], [1.612, -1.033, 0.735], [0.706, 0.302, -2.585], [-0.639, -1.499, 0.064], [-0.435, 0.726, 1.109], [2.153, 1.475, 0.049]]
}


{
  "formula": "C23H21FeN5O",
  "method": "the ωB97M-V functional and the def2-TZVPD basis",
  "homo_lumo_gap_ev": [2.447, 2.874],
  "total_charge": -2,
  "homo_ev": [2.2, 0.2],
  "lumo_energy_ev": [4.619, 3.110],
  "spin_multiplicity": 5,
  "elements": ["C", "O", "C", "C", "C", "C", "C", "C", "C", "C", "C", "C", "Fe", "C", "C", "C", "C", "C", "C", "C", "H", "H", "H", "H", "H", "H", "H", "H", "H", "H", "H", "H", "H", "H", "H", "H", "H", "N", "C", "N", "C", "N", "C", "C", "N", "C", "N", "H", "H", "H", "H"],
  "coordinates": [[4.637, 3.413, 1.982], [3.928, 3.714, 0.760], [2.684, 3.181, 0.622], [1.863, 3.610, -0.456], [0.573, 3.164, -0.548], [0.020, 2.248, 0.396], [-1.347, 1.961, 0.302], [-2.010, 0.972, 1.088], [-3.375, 1.082, 1.635], [-3.685, -0.126, 2.336], [-2.554, -1.030, 2.207], [-1.533, -0.379, 1.439], [-3.230, -0.429, 0.420], [-2.687, -0.581, -1.472], [-3.791, 0.351, -1.334], [-4.881, -0.338, -0.670], [-4.458, -1.704, -0.402], [-3.098, -1.857, -0.905], [0.884, 1.765, 1.429], [2.175, 2.229, 1.537], [5.565, 3.971, 1.898], [4.067, 3.741, 2.864], [4.847, 2.338, 2.081], [2.259, 4.325, -1.182], [-0.106, 3.524, -1.325], [-1.980, 2.624, -0.306], [-3.966, 1.995, 1.546], [-4.591, -0.313, 2.912], [-2.448, -2.001, 2.692], [-0.538, -0.739, 1.161], [-1.758, -0.393, -1.991], [-3.839, 1.348, -1.762], [-5.874, 0.066, -0.499], [-5.071, -2.487, 0.029], [-2.523, -2.775, -0.928], [0.491, 1.097, 2.201], [2.796, 1.894, 2.372], [3.598, -4.365, -2.760], [3.134, -3.619, -1.746], [3.661, -3.691, -0.514], [3.151, -2.912, 0.461], [2.128, -2.018, 0.360], [1.565, -1.893, -0.831], [2.058, -2.712, -1.969], [1.355, -2.404, -3.066], [0.459, -1.442, -2.636], [0.547, -1.102, -1.306], [3.181, -4.298, -3.679], [4.360, -5.010, -2.577], [3.622, -3.019, 1.439], [-0.266, -0.974, -3.304]],
  "forces_ev_per_a": [[-0.622, 0.080, -0.893], [1.347, 0.246, 0.672], [-1.461, -0.934, 0.212], [0.982, 0.222, 0.522], [-0.368, -0.301, 0.332], [0.688, 0.322, -0.231], [-0.890, -0.295, 0.523], [0.193, 0.566, 1.678], [1.023, 1.392, 0.588], [0.369, -0.220, 1.670], [0.348, 0.279, 1.361], [1.023, 0.749, 1.017], [0.141, -0.029, -0.160], [-0.672, 1.224, -2.157], [-0.279, -0.473, -0.839], [-0.847, 0.760, -2.066], [1.130, -2.080, -1.206], [-2.313, -1.857, 0.158], [-0.655, 0.089, -0.181], [0.489, 0.684, -0.332], [0.073, -0.011, 0.100], [0.087, -0.020, -0.209], [-0.009, 0.257, -0.106], [-0.017, -0.173, 0.249], [0.378, -0.064, 0.097], [0.317, -0.249, 0.160], [-0.003, -0.290, 0.160], [0.233, 0.050, -0.088], [-0.137, 0.218, -0.205], [-0.497, -0.038, 0.198], [-0.205, -0.073, 0.077], [0.076, -0.100, 0.256], [0.020, -0.118, -0.193], [0.004, 0.049, -0.126], [-0.035, 0.130, -0.059], [0.085, 0.150, -0.473], [-0.300, 0.025, -0.334], [1.170, -1.377, -1.009], [-2.034, 2.293, 1.286], [0.171, -0.275, -0.281], [-1.644, 1.147, -0.976], [1.516, -0.789, 1.805], [0.456, -1.417, -3.278], [0.032, 0.715, 2.181], [-1.496, 1.026, -1.009], [1.920, -1.183, 1.551], [0.404, -0.574, -0.774], [0.090, 0.077, 0.502], [-0.422, 0.326, -0.177], [-0.170, 0.099, -0.165], [0.311, -0.234, 0.175]]
}